Entry 1:
The following is a DFT calculation (ωB97M-V/def2-TZVPD) of a structure of composition C11H9B2CrN3O26S at a distorted geometry.

Last column: Mulliken spin population.
CARTESIAN COORDINATES (ANGSTROEM)
Cr1 -0.378972 -0.120804 1.234425  3.853
O1 2.414628 3.479006 -4.900905  0.000
C1 2.203348 3.394766 -3.685705  0.000
O2 1.112368 3.780136 -3.101855  0.000
B1 1.109938 3.440826 -1.709125  0.003
O3 2.549108 3.057176 -1.509825  0.001
C2 3.135948 2.878336 -2.654475  0.000
O4 4.263778 2.453756 -2.850335  0.000
O5 0.207208 2.341996 -1.302985  -0.014
C3 -0.423622 2.708496 -0.114325  0.013
O6 -1.169702 1.966376 0.493655  0.007
C4 -0.131112 4.196966 0.091625  -0.003
O7 0.631338 4.589886 -0.930205  0.001
O8 -0.481112 4.834956 1.079665  0.002
O9 5.180788 -0.297504 -3.138815  0.000
C5 4.172978 -0.913244 -3.078305  0.000
O10 3.046218 -0.375244 -2.745055  -0.001
B2 1.924098 -1.305514 -3.140815  0.000
O11 2.528128 -2.511934 -3.755455  -0.001
C6 3.889218 -2.334684 -3.748465  0.000
O12 4.757218 -3.192894 -4.057335  0.000
O13 1.322248 -1.632124 -1.833415  0.004
C7 0.216128 -1.006044 -1.825115  0.031
O14 -0.491542 -0.730704 -0.802785  0.021
C8 -0.090002 -0.400144 -3.192545  -0.002
O15 0.820758 -0.770104 -3.981805  0.000
O16 -0.998002 0.422836 -3.516375  0.002
S1 1.799598 1.084696 2.196125  0.017
O17 0.551788 0.752146 2.859775  -0.009
O18 1.470598 0.487736 0.947485  0.009
O19 1.989978 2.518256 2.263685  -0.002
O20 2.960208 0.409086 2.774375  -0.002
C9 -4.441862 -2.212794 1.945745  0.002
N1 -3.456252 -1.932944 0.882045  0.006
O21 -3.602062 -2.383534 -0.252005  0.014
O22 -2.467852 -1.374524 1.283895  0.005
H1 -5.294992 -1.716914 1.482735  0.000
H2 -4.078572 -1.662704 2.813805  -0.001
H3 -4.479832 -3.288914 2.114945  0.000
C10 0.884098 -4.550264 2.179385  0.003
N2 0.617898 -3.359434 1.171445  0.008
O23 0.096558 -2.332114 1.582015  -0.011
O24 0.763068 -3.573914 -0.022555  0.031
H4 1.351828 -4.323574 3.137485  0.000
H5 1.591678 -5.237214 1.715125  0.001
H6 -0.129072 -4.904274 2.369815  0.000
C11 -4.252392 1.410356 4.180975  0.001
N3 -3.464802 1.316826 2.874485  -0.001
O25 -2.216232 1.438806 2.897845  0.006
O26 -4.117272 1.043936 1.888425  0.007
H7 -3.740832 2.026956 4.920035  0.000
H8 -4.517492 0.406396 4.512445  0.000
H9 -5.139142 2.003366 3.957115  0.000

Cartesian forces, eV/Å:
Cr 1.1 0.9 -0.4
O -0.3 -0.1 2.3
C 0.3 0.2 -4.3
O -1.7 0.4 -0.7
B 0.5 -0.4 0.6
O -0.7 -0.1 1.6
C 2.8 -0.8 0.1
O -1.6 0.8 0.2
O -0.9 0.7 2.4
C 0.2 -1.8 -2.9
O 0.8 1.0 -0.3
C 0.5 0.9 1.9
O -0.3 0.4 1.3
O 0.4 -0.9 -2.3
O 1.8 -0.6 0.4
C 0.2 0.1 -2.2
O -2.7 -0.7 -0.5
B 1.6 -0.6 -0.1
O 2.0 0.9 -0.1
C 1.7 -2.7 0.5
O -3.4 3.1 0.7
O -0.5 -0.3 -0.2
C -3.1 2.2 4.2
O 1.5 -1.1 -2.7
C -5.2 4.3 -0.4
O 3.2 -1.0 -1.1
O 2.7 -3.4 1.7
S 4.9 2.4 4.3
O -4.7 -1.4 3.1
O -0.4 -1.8 -6.7
O -0.3 0.4 -1.1
O -0.4 -0.4 0.1
C -0.3 0.9 -0.6
N 1.2 -1.6 -1.0
O -0.4 0.7 1.4
O 0.8 0.9 0.0
H -0.7 -0.6 0.7
H -0.3 -0.2 -0.1
H -0.3 0.2 -0.3
C 0.2 0.8 -0.6
N -0.3 -0.2 -0.8
O 0.5 -1.2 1.1
O 0.3 -0.6 1.6
H -0.3 1.1 -0.2
H -0.7 0.0 -0.5
H 0.3 -0.4 -0.2
C 0.0 1.2 -0.5
N 2.7 -0.1 0.6
O -3.4 -0.4 0.5
O -0.2 0.0 0.1
H 0.6 -0.6 -0.1
H 0.2 0.2 -0.1
H -0.2 -0.5 -0.3

## Properties
E_tot = -109871.3703 eV
Frontier orbital gap (spin up / spin down) = 5.64 / 5.76 eV
Net charge = -2
2S+1 = 5
ΔE to the lowest compared entry with this formula, charge and spin = 94.71 kcal/mol

Entry 2:
The following is a DFT calculation (ωB97M-V/def2-TZVPD) of a structure of composition C11H9Cl3N2O3S6SiW.

Last column: Mulliken spin population.
CARTESIAN COORDINATES (ANGSTROEM)
W1 -1.073280 -0.156629 1.027327  1.610
S1 -1.778540 0.836671 8.031946  0.023
C1 -1.655713 0.807451 6.409205  -0.002
S2 -0.169847 1.102417 5.552628  0.001
C2 -0.801906 0.946194 3.937651  0.044
C3 -2.122628 0.656969 3.843661  0.063
S3 -2.964355 0.468208 2.329052  0.006
S4 -2.990185 0.479195 5.345969  -0.003
S5 0.274959 1.164885 2.582932  0.082
C4 2.536753 -2.523304 -0.959455  -0.002
C5 1.451227 -1.752594 -0.399230  0.044
N1 0.581250 -1.158555 0.055676  -0.036
H1 3.282279 -1.831122 -1.369500  0.001
H2 2.157462 -3.100766 -1.802415  0.004
H3 2.957488 -3.161183 -0.183628  0.001
Cl1 -0.951502 -2.054516 2.374610  0.094
Si1 -2.476424 -1.427585 -0.605517  0.046
Cl2 -1.900886 -2.962575 -1.785808  0.002
Cl3 -4.428349 -1.071797 -1.039713  0.005
N2 -1.479092 1.842819 0.048141  -0.005
C6 -0.504836 1.517362 -0.946426  0.075
C7 -0.931164 0.809198 -2.082743  -0.069
C8 0.008676 0.294096 -2.948479  0.018
C9 1.364261 0.484228 -2.685570  -0.001
C10 1.774616 1.264709 -1.614378  0.021
C11 0.842868 1.788012 -0.731595  -0.022
S6 2.565184 -0.388828 -3.704294  0.001
O1 2.665801 0.385542 -4.913685  -0.001
O2 3.749403 -0.408247 -2.855672  0.000
O3 1.921948 -1.690311 -3.836934  -0.001
H4 -1.202074 2.583478 0.685331  0.005
H5 -2.409377 2.022101 -0.313175  -0.005
H6 -1.994801 0.724141 -2.295561  0.001
H7 -0.284535 -0.285185 -3.814129  0.001
H8 2.834545 1.415069 -1.457915  0.001
H9 1.150771 2.380449 0.121694  -0.004

Cartesian forces, eV/Å:
W 0.0 0.5 0.3
S 0.0 0.0 0.0
C 0.0 0.0 0.0
S 0.0 0.0 0.0
C 0.1 0.0 0.0
C -0.1 0.0 0.0
S 0.1 0.0 0.0
S 0.0 0.0 0.0
S -0.1 -0.1 0.0
C 0.0 0.1 0.0
C 0.0 -0.1 -0.1
N 0.1 -0.1 0.0
H 0.0 0.0 0.0
H 0.0 0.0 0.0
H 0.0 0.0 0.0
Cl 0.0 -0.2 0.0
Si 0.0 -0.1 -0.1
Cl 0.0 0.0 0.0
Cl 0.0 0.0 0.0
N 0.0 0.0 0.0
C -0.1 0.0 0.0
C 0.0 0.1 -0.1
C 0.0 0.0 0.0
C 0.0 0.0 0.0
C 0.0 0.0 0.0
C 0.0 0.0 0.0
S 0.0 -0.1 0.0
O 0.0 0.0 0.0
O 0.0 0.0 0.0
O 0.0 0.0 0.0
H 0.0 0.0 0.0
H 0.0 0.0 0.0
H 0.0 0.0 0.0
H 0.0 0.0 0.0
H 0.0 0.0 0.0
H 0.0 0.0 0.0

## Properties
E_tot = -132960.7657 eV
Frontier orbital gap (spin up / spin down) = 5.44 / 5.28 eV
Net charge = 0
2S+1 = 3
ΔE to the lowest compared entry with this formula, charge and spin = 21.05 kcal/mol

Entry 3:
The following is a DFT calculation (ωB97M-V/def2-TZVPD) of a cluster of 2 separate species, C11H9ClF3NO4 in total at a distorted geometry.

Last column: Löwdin charge in e.
CARTESIAN COORDINATES (ANGSTROEM)
C1 -0.784635 1.878106 2.817940  0.217
C2 -1.043520 0.877251 2.209035  -0.043
C3 -1.053408 -0.171125 1.264821  -0.167
C4 -0.754653 -1.495623 1.627224  0.047
C5 -0.737355 -2.449029 0.654208  -0.009
N1 -1.006461 -2.123672 -0.624224  0.136
C6 -1.311636 -0.877002 -1.027573  -0.202
C7 -1.589388 -0.594552 -2.477374  -0.097
C8 -0.714970 0.542204 -3.016864  -0.112
C9 0.712637 0.061520 -3.167291  -0.187
F1 1.104025 -0.974820 -2.370144  0.056
C10 1.596916 0.597532 -4.059042  -0.291
F2 2.069997 -0.039115 -5.105901  0.170
F3 2.015216 1.835192 -3.958188  0.181
C11 -1.340439 0.113756 -0.078939  0.066
H1 -0.419378 2.754066 3.306173  0.060
H2 -0.523223 -1.752669 2.649314  0.143
H3 -0.485399 -3.474891 0.872571  0.144
H4 -0.976794 -2.843968 -1.332044  0.177
H5 -2.633163 -0.284879 -2.540258  0.136
H6 -1.457945 -1.472605 -3.110060  0.130
H7 -0.768953 1.425424 -2.373978  0.117
H8 -1.070318 0.827476 -4.002981  0.126
H9 -1.572558 1.141533 -0.308775  0.140
O1 2.247468 -0.097560 4.613152  -0.402
Cl1 2.559033 1.298867 4.839609  0.628
O2 1.672622 2.102763 4.010075  -0.428
O3 3.922921 1.563583 4.467118  -0.369
O4 2.343365 1.632236 6.222396  -0.369

Cartesian forces, eV/Å:
C 0.3 0.1 0.0
C 0.1 0.1 -0.3
C -0.2 -0.1 0.1
C 0.0 0.0 0.0
C 0.1 0.0 0.3
N -0.2 -0.2 -0.3
C 0.1 0.3 0.0
C 0.0 0.2 0.1
C 0.8 0.6 0.8
C 0.2 1.1 0.0
F -0.5 -1.2 -1.2
C -0.6 -1.0 0.9
F 1.5 -0.1 0.6
F -0.9 0.5 -1.4
C 0.0 0.0 0.5
H -0.1 -0.1 0.3
H 0.1 0.0 0.0
H 0.0 -0.1 -0.2
H 0.1 -0.1 0.0
H 0.0 0.0 -0.1
H 0.0 -0.1 0.1
H -0.3 0.0 0.1
H -0.1 0.0 0.0
H 0.0 0.0 -0.3
O 0.0 -0.1 0.0
Cl 0.0 -0.1 0.0
O -0.1 0.2 -0.1
O 0.0 0.0 0.0
O 0.0 0.0 0.0

## Properties
E_tot = -41893.8502 eV
Frontier orbital gap = 5.92 eV
Net charge = 0
2S+1 = 1

Question: Which value of net charge does entry 3 give?
Answer: 0

Question: Look up the 2S+1 of the second one.
Answer: 3